Molecular formula: C5H15NO
Method: DFT, the ωB97M-V functional and the def2-TZVPD basis

```
22
Properties=species:S:1:pos:R:3
H -0.318 1.842 2.136
H -0.276 1.229 -2.378
C -1.164 -1.093 -0.059
H 0.396 0.495 1.174
H -0.074 -0.580 -2.365
H -0.589 -2.771 1.084
C 0.001 1.506 1.154
H 0.660 -1.499 1.105
H -2.142 1.327 0.592
N -1.079 0.190 -0.730
H 0.784 2.157 0.767
O 2.551 -0.353 0.293
H -1.790 -0.879 0.813
C -0.088 0.335 -1.774
H -1.156 2.162 -0.625
H -1.736 -1.756 -0.722
C -1.150 1.385 0.141
H 0.505 -2.564 -0.281
H 0.924 0.568 -1.400
H 3.064 0.057 -0.419
H 2.735 0.274 1.007
C -0.056 -2.032 0.486
```

Calculated values
Multiplicity = 1
E_tot = -329.44810 Eh
F_max = 1.41 eV/Å
ΔE to the lowest compared entry with this formula, charge and spin = 37.3 kcal/mol